{
  "formula": "C6H9NS",
  "method": "wB97M-V/def2-TZVPD",
  "species": ["C", "C", "C", "C", "C", "C", "H", "H", "H", "H", "H", "H", "H", "H", "H", "N", "S"],
  "positions_angstrom": [[-1.64753, -0.77722, -1.41604], [-0.43168, -0.28561, -0.51993], [0.49997, 0.58419, -0.97747], [-0.17125, -0.66958, 0.87283], [1.17058, -0.41488, 1.41632], [1.20278, -0.34562, 2.75223], [-1.40541, -0.49044, -2.37892], [-2.57377, -0.22316, -1.01563], [-2.01643, -1.82888, -1.28971], [1.26692, 0.89420, -0.16865], [-0.30265, 1.46766, -2.72268], [0.71052, 2.56391, -1.74882], [1.99516, -0.10774, 0.85174], [2.11361, 0.01318, 3.20959], [0.45515, -0.21996, 3.61582], [0.49828, 1.35837, -2.04678], [-1.36423, -1.51843, 1.56610]],
  "forces_ev_per_angstrom": [[-0.885, 0.735, 4.434], [-0.003, -1.054, -0.804], [-0.246, 0.418, 3.609], [-0.402, -0.980, -2.896], [-2.820, -0.399, 3.217], [0.693, 1.925, 2.019], [0.032, 0.245, -2.159], [1.260, -0.399, -0.879], [1.180, 0.740, -0.203], [-1.323, -0.218, -2.264], [0.955, -0.947, 1.395], [-0.465, -5.040, -1.194], [1.170, -0.415, -0.517], [0.751, -0.314, -0.189], [0.252, -1.113, -2.256], [0.282, 7.190, -2.553], [-0.431, -0.374, 1.240]],
  "nbo_charge": [-0.6397, -0.1396, 0.0573, -0.1233, -0.2980, -0.2838, 0.1956, 0.2273, 0.2492, 0.1943, 0.3940, 0.3802, 0.2186, 0.1790, 0.2305, -0.7925, -0.0492],
  "charge": 0,
  "relative_energy_kcal_mol": 88.34,
  "lumo_ev": -0.23,
  "smiles": "C=CC(=S)/C(C)=C/N",
  "homo_ev": -7.97,
  "spin_multiplicity": 1,
  "e_tot_ev": -18689.3797
}


{
  "formula": "C6H9NS",
  "method": "wB97M-V/def2-TZVPD",
  "species": ["C", "C", "C", "C", "C", "C", "N", "S", "H", "H", "H", "H", "H", "H", "H", "H", "H"],
  "positions_angstrom": [[3.14660, -0.80738, -0.40001], [0.14280, 0.07301, 2.22471], [-0.40927, -0.55507, 1.19395], [-0.61424, -1.01657, -1.15742], [-0.45533, -0.10693, -0.19295], [-0.27255, 1.34222, -0.53204], [2.64132, -1.20810, -1.40777], [4.00175, -0.35778, 0.81168], [0.15819, -0.37915, 3.20214], [0.62789, 1.03279, 2.14787], [-0.83203, -1.53833, 1.36105], [-0.63167, -0.74547, -2.20019], [-0.75602, -2.05958, -0.92978], [-1.24504, 1.81954, -0.65641], [0.27890, 1.45266, -1.46423], [0.25970, 1.87510, 0.24930], [1.69513, -1.26953, -1.72931]],
  "forces_ev_per_angstrom": [[-0.355, -0.490, -1.078], [-0.021, 0.070, -0.039], [-0.033, -0.196, 0.392], [-0.173, 0.064, 0.123], [0.210, -0.071, -0.540], [0.015, 0.054, 0.012], [0.287, 0.097, 0.164], [0.439, 0.380, 0.887], [-0.023, -0.121, 0.127], [0.000, 0.166, -0.099], [-0.025, -0.100, 0.044], [-0.008, 0.140, -0.228], [-0.060, -0.219, 0.105], [-0.022, 0.056, 0.047], [-0.015, 0.044, -0.026], [0.069, 0.086, 0.016], [-0.286, 0.038, 0.092]],
  "nbo_charge": [0.2270, -0.3551, -0.2236, -0.4341, -0.0018, -0.6471, -0.6707, 0.0050, 0.2039, 0.1920, 0.2050, 0.1972, 0.2013, 0.2298, 0.2209, 0.2185, 0.4321],
  "charge": 0,
  "relative_energy_kcal_mol": 33.70,
  "lumo_ev": 0.54,
  "smiles": "C=CC(=C)C.N=C=S",
  "homo_ev": -9.03,
  "spin_multiplicity": 1,
  "e_tot_ev": -18691.7489
}


{
  "formula": "C6H9NS",
  "method": "wB97M-V/def2-TZVPD",
  "species": ["C", "C", "C", "C", "C", "C", "H", "H", "H", "H", "H", "H", "H", "H", "H", "N", "S"],
  "positions_angstrom": [[-0.86923, 0.12975, 2.73625], [-0.45306, -0.30757, 1.25254], [1.04254, 0.01602, 0.88783], [0.99034, -0.24025, -0.66100], [-0.25904, 0.58015, -0.91328], [-1.26878, -0.06883, 0.03881], [-1.97100, 0.30164, 2.90478], [-0.40153, -0.67460, 3.37928], [-0.37246, 1.17227, 2.93777], [1.27473, 0.94735, 1.45845], [1.49272, -0.88880, 1.35567], [0.90486, -1.26694, -0.82760], [-0.03232, 1.62337, -0.45496], [-2.37690, 0.21026, 0.06515], [-1.98401, -1.80773, 0.88213], [-1.02286, -1.46623, 0.56013], [0.97058, 0.62445, -2.22928]],
  "forces_ev_per_angstrom": [[1.184, 0.573, -1.120], [-1.479, 1.769, 1.740], [-0.206, -2.511, 1.140], [-0.051, 2.942, 1.656], [0.574, 1.245, 1.002], [-2.243, -0.104, -0.772], [1.140, -0.690, -0.275], [-0.824, 1.151, -0.187], [-0.750, -2.048, -0.205], [0.345, -0.573, -1.215], [0.793, 0.932, -0.083], [-0.384, -1.384, -0.208], [-0.910, -1.723, -0.528], [1.876, -0.009, 0.012], [2.028, 0.802, 0.025], [-1.034, 0.019, -0.588], [-0.058, -0.391, -0.394]],
  "nbo_charge": [-0.6322, 0.1137, -0.4284, -0.3547, -0.3522, -0.1038, 0.2254, 0.2234, 0.2155, 0.2356, 0.2215, 0.2340, 0.2002, 0.2188, 0.3738, -0.6298, 0.2393],
  "charge": 0,
  "relative_energy_kcal_mol": 111.80,
  "lumo_ev": 0.87,
  "smiles": "C[C@]12C[C@@H]3S[C@H]3[C@H]1N2",
  "homo_ev": -8.72,
  "spin_multiplicity": 1,
  "e_tot_ev": -18688.3622
}


{
  "formula": "C6H9O2",
  "method": "wB97M-V/def2-TZVPD",
  "species": ["O", "C", "O", "C", "C", "C", "C", "C", "H", "H", "H", "H", "H", "H", "H", "H", "H"],
  "positions_angstrom": [[-1.70976, -0.65846, 2.83327], [-1.53190, 0.14979, 1.89270], [-1.21389, 1.33199, 2.01650], [-1.71920, -0.52183, 0.53833], [-0.55380, -0.26158, -0.44426], [0.72525, 0.29324, 0.20142], [1.95633, -0.11306, -1.82619], [1.90034, 0.48094, -0.63073], [-1.67775, -1.63388, 0.65465], [-2.64388, -0.22817, -0.04029], [-0.26864, -1.13886, -1.04401], [-0.92853, 0.53613, -1.10801], [0.88630, -0.35349, 1.01344], [0.46646, 1.28528, 0.67963], [1.15955, -0.77995, -1.91074], [2.76325, 0.23345, -2.47266], [2.38987, 1.37847, -0.35305]],
  "forces_ev_per_angstrom": [[-0.088, -0.352, 0.515], [-0.741, -1.481, 1.307], [0.087, 1.545, -0.711], [0.521, -1.194, -1.965], [0.113, 1.535, -0.550], [-1.989, 1.307, 1.040], [2.122, 2.070, 1.529], [-1.193, 0.015, -1.596], [-0.711, 0.920, 0.414], [0.634, -0.327, 1.039], [-0.712, 0.058, 0.236], [0.460, -0.360, -0.376], [0.698, -0.823, 1.531], [0.173, -1.185, -0.416], [-0.413, -1.303, -1.530], [-0.509, -0.803, -0.515], [1.549, 0.377, 0.047]],
  "nbo_charge": [-0.7899, 0.7393, -0.7792, -0.5063, -0.3725, -0.4917, -0.4728, -0.1348, 0.1994, 0.1936, 0.1681, 0.1840, 0.2179, 0.2638, 0.2024, 0.1940, 0.1848],
  "charge": -1,
  "relative_energy_kcal_mol": 29.99,
  "lumo_ev": 3.75,
  "smiles": "C=CCCCC(=O)[O-]",
  "homo_ev": -3.78,
  "spin_multiplicity": 1,
  "e_tot_ev": -10462.7174
}


{
  "formula": "C6H9O2",
  "method": "wB97M-V/def2-TZVPD",
  "species": ["O", "C", "O", "C", "C", "C", "C", "C", "H", "H", "H", "H", "H", "H", "H", "H", "H"],
  "positions_angstrom": [[-1.12554, -2.00907, 2.08312], [-1.81386, -1.14422, 1.49224], [-3.04465, -0.99737, 1.48040], [-1.01521, -0.10589, 0.68903], [0.46125, -0.25384, 0.73258], [1.39195, 0.43721, -0.12771], [1.55123, 1.58425, 0.65704], [1.60524, 0.24151, -1.45497], [-1.35088, -0.10132, -0.35799], [-1.28724, 0.92468, 0.93160], [0.86250, -0.87313, 1.53302], [-1.52915, -0.94784, -2.48141], [1.77938, 2.48479, 0.07883], [1.40093, 1.75345, 1.70775], [1.79772, 1.06985, -2.12251], [1.43810, -0.73464, -1.87303], [-1.12177, -1.32844, -2.96799]],
  "forces_ev_per_angstrom": [[0.070, -0.020, -0.099], [0.163, -0.257, 0.584], [-0.306, 0.106, -0.163], [0.070, 0.184, -1.320], [-0.069, 0.635, 0.000], [0.045, -0.135, 0.437], [0.563, 0.581, -0.592], [-0.077, -0.181, -0.017], [0.029, -0.395, 0.053], [0.034, -0.134, 0.564], [-0.274, 0.226, 0.321], [-0.051, 0.006, 0.031], [-0.700, 0.183, 0.128], [0.406, -0.687, 0.326], [0.428, -0.002, 0.013], [-0.352, -0.083, -0.205], [0.022, -0.027, -0.059]],
  "nbo_charge": [-0.7831, 0.7625, -0.7608, -0.6253, 0.1762, -0.1272, -0.5383, -0.5920, 0.2384, 0.2538, 0.2264, 0.0106, 0.1882, 0.2107, 0.1824, 0.1896, -0.0122],
  "charge": -1,
  "relative_energy_kcal_mol": 109.84,
  "lumo_ev": 2.91,
  "homo_ev": -3.49,
  "spin_multiplicity": 1,
  "e_tot_ev": -10459.2545
}


{
  "formula": "C6H9O2",
  "method": "wB97M-V/def2-TZVPD",
  "species": ["C", "C", "C", "C", "C", "C", "O", "O", "H", "H", "H", "H", "H", "H", "H", "H", "H"],
  "positions_angstrom": [[0.33140, 2.20417, -1.12939], [-0.38577, -1.01945, -1.58553], [-1.32053, -0.75243, -0.43972], [-0.06322, -0.00946, -0.51031], [0.28376, -0.03235, 1.94685], [0.93489, -0.16646, 0.53294], [1.39674, 2.19789, -1.67370], [-0.57978, 2.82734, -0.68287], [0.13759, -1.93920, -1.50908], [-0.55637, -0.69918, -2.52447], [-2.24059, -0.14464, -0.57146], [-1.46063, -1.65107, 0.12061], [0.60933, 0.71777, 2.56391], [0.39182, -1.02786, 2.55822], [-0.75965, 0.12946, 1.76351], [1.46800, -1.16186, 0.72798], [1.81303, 0.52732, 0.41251]],
  "forces_ev_per_angstrom": [[-0.268, -1.589, 0.571], [0.924, 0.374, 2.857], [-1.486, 0.849, -0.801], [0.332, 1.319, -1.458], [-0.425, -3.115, -0.574], [2.535, -0.937, 2.419], [-0.203, -0.093, 0.019], [-0.233, 0.436, -0.121], [0.395, -1.069, -0.045], [-0.660, 1.063, -3.099], [0.357, -0.671, -0.127], [-0.114, -0.374, 0.998], [1.129, 2.067, 1.390], [-0.275, 1.711, -1.072], [-0.692, 0.045, 0.250], [-0.487, 0.367, -1.295], [-0.829, -0.382, 0.088]],
  "nbo_charge": [0.9746, -0.4439, -0.4732, -0.2996, -0.5908, -0.4282, -0.6689, -0.6621, 0.1588, 0.1834, 0.1892, 0.1676, 0.1851, 0.1621, 0.2129, 0.1347, 0.1981],
  "charge": -1,
  "relative_energy_kcal_mol": 65.80,
  "lumo_ev": 4.19,
  "homo_ev": -2.42,
  "spin_multiplicity": 1,
  "e_tot_ev": -10461.1644
}


{
  "formula": "C6H9O2P",
  "method": "wB97M-V/def2-TZVPD",
  "species": ["C", "C", "C", "C", "C", "C", "O", "O", "P", "H", "H", "H", "H", "H", "H", "H", "H", "H"],
  "positions_angstrom": [[1.11409, -0.83007, 1.72316], [0.23774, -0.76780, -0.25997], [0.31923, -1.58150, 0.89845], [-0.00713, 1.78082, 1.63783], [-0.54959, 0.44795, -2.23766], [-0.80088, -0.70732, -1.31512], [-0.01550, -2.85429, 0.99247], [0.08151, 3.09258, 1.63566], [0.93841, 0.68466, 0.68661], [0.99586, -0.54382, 2.73896], [0.31544, 0.30494, -2.91818], [-0.14065, 1.25571, -1.69938], [-1.35648, 0.76218, -2.90891], [-0.74903, -1.63333, -1.84581], [-1.84141, -0.60479, -0.79432], [0.15069, -3.28713, 1.81616], [-0.78719, 3.42818, 2.07277], [2.09489, 1.05302, -0.22271]],
  "forces_ev_per_angstrom": [[0.778, 2.356, 0.979], [-1.160, 1.014, 0.477], [1.332, 0.154, -1.072], [-0.950, -1.521, -0.263], [0.877, -0.190, -1.892], [-1.611, 0.349, 1.250], [-1.342, -0.349, -1.343], [-1.767, 1.403, 0.739], [1.492, -1.062, -1.608], [0.159, -0.866, 1.253], [-0.408, -0.694, 0.166], [-0.275, 1.520, 0.946], [-0.107, -0.089, 0.543], [-0.394, -0.817, -0.410], [1.532, -0.324, -1.118], [0.435, 0.075, 1.005], [2.305, -0.717, -0.962], [-0.897, -0.242, 1.310]],
  "nbo_charge": [-0.6010, -0.2843, 0.3132, -0.2787, -0.6024, -0.4652, -0.6487, -0.6550, 0.9785, 0.2231, 0.2077, 0.2011, 0.2175, 0.2304, 0.2095, 0.4978, 0.4982, -0.0419],
  "charge": 0,
  "relative_energy_kcal_mol": 123.34,
  "lumo_ev": [0.05, -0.51],
  "homo_ev": [-7.32, -6.73],
  "spin_multiplicity": 1,
  "e_tot_ev": -19744.3117
}